[1]
Density functional theory data (ωB97M-V/def2-TZVPD) for the molecule S2.

The total energy is -796.302554 a.u. The net charge is 0. Its LUMO energy is -3.1 eV. The value obtained for the HOMO energy is -0.324 hartree. The calculation puts the frontier orbital gap at 0.210 Eh. The energy relative to the best compared isomer or geometry (same formula, charge and spin) is 11.6 kcal per mole.

Element x y z (Å)
S 0.2222 -0.2293 0.9904
S -0.2222 0.2293 -0.9904


[2]
Density functional theory data (ωB97M-V/def2-TZVPD) for a cluster of 3 separate species, C3H12N2O in total.

The total energy is -306.181954 a.u. The net charge is 0. Its LUMO energy is 0.8 eV. The value obtained for the HOMO energy is -0.342 hartree. The calculation puts the frontier orbital gap at 0.372 Eh. The energy relative to the best compared isomer or geometry (same formula, charge and spin) is 38.9 kcal per mole.

Element x y z (Å)
C -3.8973 -0.2350 0.1864
C -2.6288 -0.6078 0.0810
H -4.2709 0.7162 0.5443
H -4.6767 -0.9347 -0.0999
H -1.7741 -0.1367 0.5396
H -2.2949 -1.4505 -0.5170
N 1.6502 -1.8873 -0.7801
C 1.2776 -1.2725 0.4557
O -0.0104 -1.5963 0.9424
H 2.5353 -2.3382 -0.8854
H 0.9300 -2.3518 -1.3049
H 2.0381 -1.5187 1.1992
H 1.2285 -0.1782 0.4000
H -0.1277 -2.5405 0.9567
N 2.7209 4.1172 -0.3467
H 2.1117 3.8700 0.4261
H 2.7462 3.3676 -1.0254
H 2.4424 4.9771 -0.7719